Entry 1:
127
Properties=species:S:1:pos:R:3:forces:R:3 method="wB97M-V/def2-TZVPD" lumo_ev=-3.19 charge=+1 fmax_ev_per_a=1.272 homo_ev=-11.05
C 6.485 1.950 2.381 -0.10 -0.13 0.06
C 5.731 1.385 1.176 0.14 0.33 0.11
C 6.108 2.078 -0.145 -0.33 0.04 0.15
C 4.944 2.188 -1.148 0.22 -0.05 -0.40
C 4.507 3.619 -1.486 -0.13 -0.04 0.37
C 4.200 4.525 -0.272 -0.21 0.13 -0.34
C 2.703 4.686 0.016 0.02 -0.25 0.02
C 2.127 3.567 0.894 -0.36 0.11 0.03
C 1.445 2.470 0.074 0.35 -0.15 -0.04
C 1.350 1.097 0.757 0.05 -0.12 -0.09
C -0.022 0.719 1.300 -0.07 0.15 0.36
C -0.640 1.717 2.299 0.02 -0.37 -0.16
C -1.640 2.680 1.656 -0.07 0.31 0.03
C -3.106 2.335 1.913 0.18 -0.03 0.02
C -3.592 0.942 1.478 -0.60 0.11 0.30
C -4.251 0.913 0.094 0.29 -0.29 -0.06
C -3.330 0.388 -1.015 -0.32 0.14 -0.35
C -3.415 -1.137 -1.213 0.16 -0.06 -0.02
C -2.386 -2.060 -0.553 0.06 -0.16 0.10
C -0.965 -1.991 -1.117 -0.12 -0.03 -0.29
C -0.125 -3.279 -0.944 -0.56 0.07 0.52
C 1.386 -3.015 -0.717 0.08 -0.72 -1.04
C 1.691 -3.598 0.594 0.08 0.28 0.28
N 0.703 -4.251 1.065 -0.26 -0.04 0.39
O 0.834 -5.014 2.192 0.29 0.21 -0.25
C -0.404 -5.453 2.783 -0.22 -0.21 0.13
C -1.060 -4.410 3.702 -0.25 -0.14 0.17
O -0.782 -3.084 3.348 0.28 -0.17 0.00
C 0.288 -2.503 4.115 0.28 0.27 -0.20
C -0.197 -1.327 4.956 0.02 0.02 0.10
C -0.534 -4.207 0.248 0.33 0.04 -0.40
H 6.052 1.589 3.319 0.08 -0.04 -0.04
H 6.424 3.041 2.401 0.08 -0.03 -0.02
H 7.534 1.651 2.364 0.00 0.14 -0.02
H 4.657 1.526 1.349 0.05 -0.16 -0.03
H 5.945 0.314 1.119 -0.26 -0.03 -0.11
H 6.466 3.081 0.103 0.07 -0.01 -0.12
H 6.923 1.548 -0.626 0.21 -0.02 0.13
H 4.081 1.600 -0.816 0.07 0.04 0.15
H 5.269 1.727 -2.086 -0.19 -0.05 -0.02
H 3.594 3.567 -2.087 0.16 0.02 -0.18
H 5.269 4.089 -2.113 0.05 -0.06 0.06
H 4.603 5.521 -0.468 0.12 -0.07 0.06
H 4.683 4.142 0.630 0.13 0.13 -0.02
H 2.162 4.664 -0.937 -0.04 0.29 0.04
H 2.523 5.662 0.471 -0.01 -0.06 0.04
H 1.390 3.999 1.578 0.12 -0.12 0.17
H 2.928 3.117 1.489 -0.06 0.11 0.09
H 2.037 2.337 -0.837 -0.17 0.08 -0.07
H 0.450 2.808 -0.220 0.07 0.00 -0.19
H 1.629 0.344 0.006 0.06 -0.06 0.16
H 2.097 1.028 1.563 -0.12 0.02 -0.15
H 0.048 -0.261 1.779 0.03 -0.19 0.01
H -0.722 0.604 0.473 -0.02 -0.04 -0.10
H 0.157 2.268 2.804 -0.02 -0.05 0.02
H -1.172 1.142 3.064 0.09 0.11 0.10
H -1.472 3.684 2.055 0.00 0.05 -0.13
H -1.472 2.741 0.575 0.04 0.02 0.05
H -3.308 2.455 2.981 0.10 0.01 -0.03
H -3.704 3.093 1.400 -0.14 -0.04 0.11
H -2.809 0.179 1.539 0.06 0.12 0.05
H -4.344 0.640 2.210 0.05 -0.12 -0.04
H -5.131 0.263 0.101 -0.04 0.07 0.13
H -4.627 1.911 -0.145 0.10 0.00 -0.07
H -2.309 0.746 -0.860 0.04 -0.13 -0.03
H -3.654 0.820 -1.967 0.06 0.10 0.06
H -4.395 -1.470 -0.857 -0.03 0.08 -0.09
H -3.402 -1.341 -2.290 0.05 -0.11 0.07
H -2.765 -3.079 -0.710 0.01 0.00 0.07
H -2.346 -1.900 0.532 -0.13 0.01 -0.07
H -1.023 -1.817 -2.196 0.00 0.07 0.06
H -0.439 -1.136 -0.709 0.13 0.13 0.20
H -0.286 -3.881 -1.837 0.24 0.06 -0.03
H 1.961 -3.627 -1.432 0.06 0.15 0.06
H 1.755 -2.003 -0.883 -0.25 0.12 0.32
H 2.650 -3.532 1.095 -0.15 -0.22 0.20
H -0.112 -6.319 3.378 0.14 0.03 -0.12
H -1.072 -5.823 2.007 0.01 0.11 -0.04
H -2.141 -4.568 3.659 -0.01 0.03 -0.02
H -0.756 -4.605 4.734 0.00 0.04 -0.05
H 0.748 -3.263 4.752 -0.09 -0.04 -0.11
H 1.065 -2.181 3.407 -0.16 -0.03 0.06
H 0.037 -1.471 6.012 -0.09 -0.03 -0.03
H -1.275 -1.207 4.851 0.02 -0.05 0.00
H 0.274 -0.398 4.653 0.02 0.14 -0.10
H -1.360 -3.871 0.866 0.06 0.24 0.03
H -0.747 -5.219 -0.101 0.06 0.01 0.09
C -4.935 -3.802 1.892 0.11 0.07 0.06
C -5.808 -2.594 2.172 0.01 0.09 0.00
O -5.368 -1.635 2.766 0.03 -0.15 -0.06
C -7.225 -2.651 1.669 0.13 0.10 0.21
H -3.940 -3.630 2.302 -0.02 0.03 -0.01
H -5.369 -4.694 2.347 -0.03 -0.02 -0.06
H -4.866 -3.971 0.815 -0.06 -0.05 0.00
H -7.744 -3.499 2.121 0.01 -0.05 -0.07
H -7.238 -2.776 0.586 -0.03 -0.05 -0.01
H -7.742 -1.731 1.921 -0.02 0.00 -0.04
C 8.136 0.719 -3.613 -0.09 -0.01 0.14
C 8.949 0.110 -2.495 0.02 0.00 0.03
O 8.485 -0.061 -1.389 0.03 -0.04 -0.13
C 10.371 -0.272 -2.825 -0.02 -0.04 0.16
H 7.135 0.952 -3.258 0.00 0.00 -0.01
H 8.615 1.632 -3.970 0.03 -0.03 -0.05
H 8.070 0.023 -4.451 0.06 0.03 -0.04
H 10.928 0.607 -3.154 -0.01 -0.01 -0.07
H 10.385 -1.003 -3.634 0.01 0.05 -0.05
H 10.850 -0.695 -1.945 0.00 0.01 -0.01
C -9.890 -1.432 -2.406 0.17 0.00 0.07
C -10.026 -1.181 -0.924 0.04 0.03 0.06
O -9.058 -1.117 -0.198 -0.15 0.00 -0.19
C -11.427 -1.013 -0.392 0.11 0.02 0.14
H -8.840 -1.534 -2.668 -0.01 0.00 0.00
H -10.425 -2.342 -2.683 -0.06 0.04 -0.02
H -10.324 -0.603 -2.967 -0.06 -0.03 -0.01
H -12.016 -1.908 -0.597 -0.03 0.03 -0.06
H -11.915 -0.169 -0.883 -0.03 -0.04 -0.05
H -11.395 -0.837 0.680 0.00 0.00 -0.01
C 1.589 4.087 -6.550 0.14 -0.08 -0.09
C 2.182 3.058 -5.618 0.06 -0.05 -0.01
O 3.105 2.349 -5.947 -0.11 0.08 0.04
C 1.564 2.952 -4.241 0.14 -0.15 0.01
H 2.116 4.064 -7.501 -0.01 0.00 0.01
H 0.531 3.878 -6.716 -0.02 0.05 0.05
H 1.673 5.082 -6.112 -0.06 0.00 0.03
H 0.507 2.690 -4.318 -0.03 0.11 0.00
H 1.649 3.906 -3.716 -0.10 0.02 -0.02
H 2.087 2.182 -3.676 -0.01 0.02 0.02



Entry 2:
13
Properties=species:S:1:pos:R:3:forces:R:3 method="wB97M-V/def2-TZVPD" de_lowest_kcal_mol=155.2 lumo_ev=0.79 charge=0 fmax_ev_per_a=9.386 homo_ev=-9.15
C -2.196 -0.388 0.124 -4.08 2.93 -6.53
C 0.068 0.299 -0.023 -1.01 -4.07 -0.10
C 1.056 1.246 0.081 0.91 9.15 1.90
H -2.559 -1.147 -0.707 1.73 1.66 0.27
H -3.142 0.248 0.122 1.25 -0.81 0.81
H -2.147 -1.060 0.811 1.16 -3.24 5.41
H 1.585 1.471 1.180 -1.43 -0.92 -3.25
H 1.689 1.227 -0.747 1.96 -0.84 -0.68
H 0.598 2.323 -0.328 0.42 -2.21 1.82
H 2.066 -1.861 0.511 -0.50 5.11 -2.73
N 0.391 -0.915 -0.129 2.65 -0.78 0.24
O -1.182 0.561 -0.092 -3.04 1.75 0.06
O 1.883 -0.777 -0.036 -0.01 -7.73 2.76



Entry 3:
71
Properties=species:S:1:pos:R:3:forces:R:3 method="wB97M-V/def2-TZVPD" de_lowest_kcal_mol=13.4 lumo_ev="1.56 / 1.56" charge=-1 fmax_ev_per_a=0.803 homo_ev="-3.12 / -3.12"
Ti -0.238 -0.941 -0.626 0.26 0.57 0.50
C 3.428 -0.650 -0.481 -0.03 -0.01 -0.01
C 3.364 0.464 0.553 0.00 -0.01 0.02
S 1.726 0.515 1.321 0.00 0.02 -0.03
C 1.624 2.306 1.595 -0.01 0.00 0.03
C 0.293 2.720 2.215 0.01 -0.02 -0.02
S -1.198 2.147 1.369 0.00 0.00 0.02
C -1.429 3.354 0.049 0.02 -0.01 -0.02
C -0.337 3.475 -1.010 -0.01 0.02 0.04
S 0.064 1.912 -1.846 -0.10 -0.11 -0.01
C 1.823 2.192 -2.154 0.00 0.02 -0.02
C 2.468 0.924 -2.697 0.02 -0.03 -0.01
S 2.178 -0.608 -1.786 0.07 -0.17 -0.09
H 3.243 -1.625 -0.018 0.00 0.00 0.00
H 4.414 -0.684 -0.947 0.00 0.01 -0.01
H 3.575 1.432 0.096 0.00 0.00 0.00
H 4.123 0.283 1.316 0.00 0.00 0.00
H 1.787 2.815 0.648 0.00 0.01 0.00
H 2.434 2.594 2.272 0.00 0.00 0.00
H 0.265 3.807 2.330 0.00 0.00 -0.01
H 0.214 2.289 3.215 0.00 0.00 0.00
H -1.599 4.343 0.481 -0.01 0.01 -0.02
H -2.368 3.040 -0.413 0.00 -0.02 0.01
H 0.576 3.875 -0.567 0.01 -0.01 0.00
H -0.669 4.190 -1.766 0.02 0.00 0.00
H 2.303 2.510 -1.230 0.00 -0.01 0.01
H 1.947 2.990 -2.889 -0.01 0.01 0.01
H 3.546 1.062 -2.804 0.00 0.01 -0.01
H 2.063 0.703 -3.686 0.00 0.01 0.00
Cl -6.664 0.133 2.672 0.01 0.00 0.00
C -5.266 0.021 1.626 0.00 0.00 0.00
C -5.258 0.711 0.426 -0.04 0.01 0.01
C -4.148 0.621 -0.398 0.05 0.03 -0.05
C -3.046 -0.150 -0.027 0.00 -0.06 0.00
O -1.988 -0.198 -0.841 0.10 -0.20 -0.08
C -3.075 -0.855 1.187 0.10 -0.03 -0.04
C -1.888 -1.704 1.539 -0.04 -0.25 -0.06
O -0.709 -1.049 1.128 0.06 -0.19 -0.24
C -4.187 -0.757 2.009 -0.02 0.00 -0.01
H -6.115 1.305 0.140 0.01 0.00 -0.01
H -4.119 1.127 -1.356 -0.01 0.00 0.00
H -1.831 -1.893 2.615 -0.02 0.12 0.03
H -4.209 -1.293 2.950 0.01 0.00 0.00
O 1.621 -6.451 1.745 -0.01 0.00 -0.01
S 1.335 -5.093 2.143 0.02 0.00 -0.01
O 1.836 -4.684 3.436 -0.01 0.02 0.01
N 1.791 -4.034 0.989 0.07 0.05 -0.01
C 0.695 -3.432 0.548 -0.02 -0.07 0.12
O 0.831 -2.490 -0.388 -0.46 0.21 -0.14
C -0.568 -3.782 1.070 0.00 0.15 -0.17
C -1.885 -3.106 0.840 -0.02 0.04 0.11
C -2.992 -3.981 1.371 -0.03 -0.10 -0.01
C -2.770 -4.967 2.267 0.01 0.07 -0.06
C -1.453 -5.369 2.698 0.04 -0.06 0.05
C -0.423 -4.776 2.039 -0.05 -0.08 0.09
H -2.045 -2.900 -0.240 0.03 0.05 0.02
H -4.006 -3.761 1.054 0.01 -0.01 0.00
H -3.626 -5.511 2.654 0.00 0.00 0.00
H -1.309 -6.153 3.427 0.01 0.01 -0.01
Se -0.590 -1.678 -3.079 -0.10 0.00 0.09
C -2.334 -1.001 -3.496 0.03 -0.06 -0.03
C -3.468 -1.734 -3.155 0.04 0.01 0.00
C -4.733 -1.258 -3.463 -0.02 0.04 0.00
C -4.885 -0.043 -4.121 -0.01 -0.03 0.02
C -3.759 0.689 -4.466 0.05 0.00 0.00
C -2.489 0.212 -4.158 -0.04 0.04 0.00
H -3.352 -2.678 -2.636 -0.01 0.00 0.00
H -5.605 -1.835 -3.178 0.00 0.00 0.00
H -5.874 0.329 -4.359 0.00 0.00 0.00
H -3.864 1.638 -4.979 0.00 0.00 0.00
H -1.612 0.790 -4.419 -0.01 0.00 0.00



Entry 4:
120
Properties=species:S:1:pos:R:3:forces:R:3 method="wB97M-V/def2-TZVPD" lumo_ev=0.35 charge=0 fmax_ev_per_a=0.895 homo_ev=-8.74
C -5.734 3.138 -2.057 0.21 0.00 0.01
C -5.292 1.963 -2.937 -0.09 -0.07 0.13
O -5.234 0.780 -2.135 -0.06 0.04 0.00
C -3.939 2.192 -3.687 -0.05 0.09 -0.06
O -2.926 1.278 -3.384 -0.23 0.12 0.01
P -1.356 1.910 -2.799 0.49 0.25 0.36
C -2.231 2.669 -1.345 -0.18 -0.01 0.33
C -1.541 2.440 0.035 -0.17 0.25 -0.11
C -2.521 2.006 1.144 0.35 -0.13 0.09
C -2.567 0.497 1.459 -0.21 -0.17 -0.10
C -3.727 -0.285 0.813 0.04 0.01 0.05
N -3.243 -1.129 -0.285 0.10 0.01 0.00
C -0.925 2.400 -4.539 -0.27 -0.31 -0.36
C -1.626 1.776 -5.757 0.26 0.19 -0.08
C -1.568 0.244 -5.861 -0.13 -0.09 -0.18
C -2.864 -0.499 -5.535 0.06 0.12 -0.10
O -3.035 -1.536 -6.533 0.06 -0.26 0.16
C -4.197 -2.203 -6.481 -0.02 0.42 0.07
O -4.331 -3.324 -6.853 0.01 -0.30 -0.24
C -0.834 0.215 -2.424 -0.12 -0.41 -0.65
C 0.635 -0.136 -2.656 0.00 0.04 0.35
O 1.353 -0.197 -1.421 0.08 -0.01 -0.33
Si 1.857 -1.679 -0.862 0.06 -0.21 0.36
C 0.379 -2.695 -0.342 -0.02 0.08 0.19
C 2.924 -1.346 0.631 0.05 -0.33 -0.12
C 2.876 -2.588 -2.138 -0.26 0.14 -0.21
C 0.297 2.770 -2.134 -0.03 0.42 -0.10
C 1.414 3.289 -3.023 0.14 0.01 -0.17
S 2.741 4.150 -2.084 -0.01 0.02 0.00
C 2.989 2.988 -0.819 -0.33 0.23 0.51
N 2.418 2.969 0.345 0.23 0.02 -0.33
N 2.920 1.864 1.015 0.32 -0.13 -0.46
C 3.749 1.310 0.192 0.21 0.49 0.57
O 3.859 1.955 -0.976 0.06 0.00 -0.09
H -6.817 3.266 -2.069 0.03 -0.05 0.05
H -5.424 2.951 -1.027 0.01 0.02 -0.04
H -5.276 4.078 -2.376 -0.09 -0.02 -0.06
H -6.058 1.817 -3.704 0.06 0.01 -0.04
H -5.899 0.162 -2.443 0.00 -0.01 -0.03
H -3.621 3.234 -3.519 0.02 -0.07 0.05
H -4.167 2.139 -4.761 -0.03 -0.02 0.11
H -2.345 3.750 -1.481 0.04 -0.09 -0.18
H -3.234 2.253 -1.301 0.05 -0.11 -0.07
H -1.080 3.386 0.329 0.05 -0.14 0.04
H -0.719 1.726 -0.021 -0.08 -0.07 0.00
H -2.214 2.512 2.063 -0.11 0.08 -0.09
H -3.528 2.353 0.893 -0.01 0.08 0.16
H -2.609 0.363 2.545 -0.03 0.06 -0.07
H -1.641 0.013 1.130 0.06 0.12 0.09
H -4.462 0.409 0.405 0.02 -0.01 -0.06
H -4.247 -0.876 1.580 0.02 0.05 -0.02
H -3.994 -1.393 -0.910 -0.01 0.07 0.00
H -2.845 -1.981 0.091 0.00 -0.03 -0.06
H -0.958 3.488 -4.637 0.10 -0.01 0.17
H 0.123 2.102 -4.638 -0.01 0.21 0.15
H -1.078 2.182 -6.617 -0.08 -0.04 0.05
H -2.645 2.139 -5.884 0.04 -0.09 0.07
H -0.747 -0.152 -5.255 -0.04 0.05 -0.02
H -1.326 -0.025 -6.893 -0.04 0.02 0.07
H -2.837 -0.981 -4.559 -0.06 0.10 0.01
H -3.722 0.180 -5.566 0.04 -0.11 -0.01
H -5.037 -1.597 -6.096 0.07 0.04 0.14
H -1.138 -0.024 -1.405 0.01 0.06 0.08
H -1.464 -0.418 -3.051 0.03 -0.01 0.13
H 1.147 0.591 -3.291 -0.10 -0.05 -0.01
H 0.685 -1.100 -3.179 0.03 0.05 0.04
H 0.653 -3.746 -0.221 -0.07 0.03 -0.05
H 0.048 -2.326 0.636 -0.05 -0.04 -0.09
H -0.470 -2.617 -1.026 0.05 -0.06 -0.05
H 2.508 -0.544 1.244 0.03 -0.23 0.07
H 3.922 -1.042 0.297 -0.38 -0.78 0.20
H 3.034 -2.254 1.229 -0.07 0.00 0.00
H 3.670 -1.939 -2.515 0.09 -0.11 0.05
H 2.274 -2.900 -2.997 0.06 -0.04 0.05
H 3.312 -3.486 -1.694 0.06 0.08 -0.04
H -0.042 3.649 -1.575 0.04 -0.12 -0.02
H 0.758 2.119 -1.389 -0.20 -0.03 -0.06
H 1.908 2.528 -3.628 -0.04 -0.02 0.02
H 1.091 4.087 -3.697 -0.04 -0.12 -0.01
H 4.354 0.434 0.373 0.02 0.85 -0.16
C 8.144 -3.197 3.327 -0.04 -0.02 -0.03
C 7.944 -3.607 1.872 0.04 -0.01 0.04
C 8.844 -2.851 0.895 -0.01 0.01 -0.01
C 8.629 -1.336 0.868 0.02 -0.02 0.03
C 7.202 -0.900 0.543 -0.02 0.06 -0.09
C 6.730 -1.346 -0.837 -0.06 0.01 0.08
H 7.900 -2.146 3.489 0.00 0.01 0.00
H 7.509 -3.785 3.991 0.01 0.00 0.01
H 9.180 -3.350 3.635 0.01 0.02 0.00
H 6.895 -3.472 1.595 -0.01 0.00 -0.02
H 8.146 -4.676 1.770 -0.02 -0.01 0.00
H 8.700 -3.259 -0.109 0.00 0.01 -0.01
H 9.889 -3.047 1.152 0.00 -0.01 0.01
H 9.309 -0.902 0.129 -0.01 0.01 -0.01
H 8.921 -0.907 1.830 0.00 -0.01 0.00
H 7.155 0.192 0.599 -0.01 0.00 0.02
H 6.512 -1.273 1.306 0.01 -0.01 0.02
H 7.386 -0.958 -1.618 0.01 -0.01 -0.01
H 5.719 -0.986 -1.043 0.04 0.00 -0.07
H 6.707 -2.433 -0.926 0.00 -0.01 0.00
C -3.265 -2.144 8.933 -0.01 0.05 0.01
C -4.139 -1.044 8.339 -0.01 -0.05 0.01
C -4.304 -1.147 6.824 0.00 0.01 -0.01
C -3.002 -1.031 6.028 0.00 -0.02 0.00
C -2.215 0.256 6.271 -0.01 0.02 -0.05
C -2.980 1.517 5.882 0.05 -0.02 0.01
H -2.247 -2.105 8.544 0.00 0.00 0.00
H -3.203 -2.052 10.018 0.00 -0.01 0.00
H -3.673 -3.130 8.705 0.01 -0.01 -0.02
H -3.727 -0.066 8.604 -0.01 0.01 -0.01
H -5.130 -1.088 8.799 0.00 0.01 0.01
H -5.006 -0.379 6.490 0.00 0.00 -0.01
H -4.772 -2.107 6.583 -0.01 0.00 0.01
H -3.241 -1.103 4.962 0.01 0.01 -0.01
H -2.360 -1.888 6.250 -0.01 0.00 0.01
H -1.289 0.208 5.691 0.01 0.01 0.01
H -1.911 0.320 7.319 0.00 -0.02 0.01
H -3.268 1.480 4.828 -0.03 0.02 0.00
H -2.367 2.408 6.030 -0.01 0.01 -0.02
H -3.888 1.642 6.472 -0.01 -0.01 0.00



> Look up the charge of the fourth one.

0



> Look up the charge of the first one.

+1



> Look up the charge of the fourth one.

0



> Which value of charge does entry 4 give?

0